Record 1
16
Properties=species:S:1:pos:R:3 method="wB97M-V/def2-TZVPD" de_lowest_ev=8.431 molar_mass_g_mol=132.2 lumo_energy_ev=-1.70 gap_ev=6.88
C -0.93636 1.09897 0.94693
C -1.20998 0.03602 0.10335
C 0.96312 0.02172 -0.52607
C 1.06852 1.39077 -0.85097
C 1.97767 -0.84581 0.05271
H -1.14588 2.20388 0.28976
H -1.67241 1.05759 1.79150
H 0.34121 1.33544 1.35927
H 0.26259 1.85966 -1.24486
H 2.11471 1.87227 -0.72612
H 2.31357 -1.59843 -0.67497
H 1.79053 -1.62830 0.94533
H 3.28528 -0.54129 2.00201
O -0.20506 -0.56078 -0.60131
O 3.17484 -0.27626 0.38984
S -2.63911 -0.50466 -0.02537


Record 2
16
Properties=species:S:1:pos:R:3 method="wB97M-V/def2-TZVPD" smiles="C[C@@H]1OCCSC1=O" de_lowest_ev=1.491 molar_mass_g_mol=132.2 lumo_energy_ev=0.50 gap_ev=9.77
C -1.63511 -0.46718 0.57642
C -0.97219 0.30517 -0.62566
O 0.08375 -0.35392 -1.20627
C 1.09718 -0.89315 -0.54625
C 1.70064 0.02040 0.49149
S 1.49663 1.74415 -0.16411
C -0.40784 1.63807 -0.29318
O -1.07635 2.67112 -0.25425
H -1.01434 -0.31740 1.53416
H -1.62387 -1.58788 0.24236
H -2.63626 0.01542 0.86305
H -1.68534 0.56295 -1.41486
H 1.84012 -1.28986 -1.26424
H 0.72970 -1.80035 -0.00388
H 1.28551 -0.11176 1.47045
H 2.81777 -0.13577 0.59476